(1)
The following is a quantum chemistry calculation of a structure of composition C38H39F6IN7O4PPbS2Si in a non-equilibrium geometry, from the Open Molecules 2025 dataset.

Each line ends with the Löwdin spin population.
Geometry (Å):
Pb1 -0.3268 -1.0997 -1.1503  0.000
N1 -0.2523 -1.0234 3.4137  0.000
C1 -0.0475 -1.4502 2.1430  0.000
S1 -1.4510 -1.9197 1.2401  0.000
N2 1.2212 -1.5276 1.7473  0.000
N3 1.3712 -1.9185 0.4505  0.000
C2 2.3614 -2.6379 0.0945  0.000
C3 3.4635 -3.0233 1.0108  0.000
C4 3.7244 -4.3578 1.3001  0.000
C5 4.7522 -4.7008 2.1670  0.000
C6 5.5333 -3.7123 2.7505  0.000
C7 5.2792 -2.3765 2.4631  0.000
C8 4.2501 -2.0376 1.5977  0.000
C9 2.3282 -3.1600 -1.3122  0.000
C10 3.3943 -3.8618 -1.8629  0.000
C11 3.2734 -4.3932 -3.1396  0.000
C12 2.0995 -4.1969 -3.8485  0.000
C13 1.1016 -3.4450 -3.2543  0.000
N4 1.2085 -2.9470 -2.0204  0.000
H1 -1.1829 -1.1274 3.7820  0.000
H2 0.5152 -1.0251 4.0628  0.000
H3 3.1152 -5.1369 0.8512  0.000
H4 4.9501 -5.7441 2.3811  0.000
H5 6.3446 -3.9773 3.4179  0.000
H6 5.8933 -1.5991 2.9055  0.000
H7 4.0765 -0.9995 1.3316  0.000
H8 4.3098 -3.9789 -1.2997  0.000
H9 4.0971 -4.9460 -3.5767  0.000
H10 1.9632 -4.6110 -4.8406  0.000
H11 0.1776 -3.2212 -3.7851  0.000
F1 -1.8811 1.0608 -2.3617  0.000
P1 -1.9666 1.0931 -4.0315  0.000
F2 -0.5827 1.9072 -4.0629  0.000
F3 -3.3131 0.1916 -3.9088  0.000
F4 -2.0360 1.0505 -5.6107  0.000
F5 -2.7988 2.4430 -3.9432  0.000
F6 -1.0884 -0.3136 -4.0281  0.000
I1 2.9955 4.0479 -3.7113  0.000
C14 2.4736 2.0767 -3.4299  0.000
C15 2.7131 1.0056 -4.2499  0.000
N5 2.1971 -0.0712 -3.6209  0.000
N6 1.6226 0.2401 -2.4441  0.000
C16 1.7822 1.5527 -2.3243  0.000
H12 3.2059 0.9435 -5.2107  0.000
H13 2.1414 -1.0108 -3.9706  0.000
H14 1.3612 2.0808 -1.4800  0.000
N7 -2.5943 -2.2810 -2.4324  -0.001
C17 -3.5606 -2.3785 -1.4581  -0.002
C18 -4.2565 -1.2077 -1.0626  0.000
C19 -5.1494 -1.2731 -0.0299  -0.003
C20 -5.2996 -2.5055 0.6593  -0.009
C21 -4.6844 -3.6990 0.2134  -0.003
C22 -3.7947 -3.6198 -0.8189  0.001
S2 -6.4069 -2.5654 2.0701  -0.049
O1 -6.3186 -1.3112 2.7826  0.270
O2 -6.0874 -3.7289 2.8566  0.273
O3 -7.6538 -2.6921 1.2805  0.524
H15 -2.3778 -3.1555 -2.8919  0.000
H16 -2.7546 -1.5250 -3.1002  0.000
H17 -4.0690 -0.2748 -1.5875  0.000
H18 -5.7057 -0.4016 0.3010  -0.001
H19 -4.8883 -4.6348 0.7212  -0.001
H20 -3.2560 -4.5048 -1.1456  0.000
C23 2.1492 3.4790 2.3761  0.000
C24 2.5650 2.1574 1.9197  0.000
C25 3.1537 1.9860 0.5934  0.000
C26 2.4702 1.0254 2.7881  0.000
Si1 -0.8742 2.3013 0.6418  0.000
O4 0.0027 1.0865 0.2533  0.000
C27 -1.9610 2.2265 2.1111  0.000
C28 -2.9587 1.2461 2.1699  0.000
C29 -3.7990 1.1548 3.2711  0.000
C30 -3.6480 2.0439 4.3308  0.000
C31 -2.6586 3.0212 4.2903  0.000
C32 -1.8246 3.1143 3.1870  0.000
C33 -0.6746 3.9255 -0.1796  0.000
C34 -0.4887 5.1089 0.5526  0.000
C35 -0.3744 6.3281 -0.0958  0.000
C36 -0.4641 6.3896 -1.4851  0.000
C37 -0.6576 5.2274 -2.2204  0.000
C38 -0.7546 4.0020 -1.5765  0.000
H21 2.9766 3.8541 3.0040  0.000
H22 1.2785 3.4291 3.0392  0.000
H23 1.9945 4.1880 1.5648  0.000
H24 4.2307 1.7798 0.7004  0.000
H25 3.0313 2.8588 -0.0483  0.000
H26 2.7195 1.1028 0.1092  0.000
H27 3.4331 0.5048 2.8648  0.000
H28 1.8181 0.2496 2.2896  0.000
H29 2.0822 1.2575 3.7780  0.000
H30 -3.0760 0.5442 1.3516  0.000
H31 -4.5789 0.4022 3.2963  0.000
H32 -4.3095 1.9758 5.1861  0.000
H33 -2.5459 3.7207 5.1100  0.000
H34 -1.0589 3.8864 3.1744  0.000
H35 -0.4354 5.0874 1.6385  0.000
H36 -0.2303 7.2336 0.4835  0.000
H37 -0.3894 7.3459 -1.9895  0.000
H38 -0.7460 5.2667 -3.3005  0.000
H39 -0.9099 3.1052 -2.1682  0.000

Results
- ⟨S²⟩: 0.765
- Spin multiplicity: 2
- Relative energy (zero: lowest compared OMol25 entry of this formula, charge and spin): 58.58 kcal per mole
- Charge: +1
- Gap between HOMO and LUMO (spin up / spin down): 5.04 / 4.02 eV

---

(2)
The following is a quantum chemistry calculation of a structure of composition C38H39IrN2O5Sb2Se in a non-equilibrium geometry, from the Open Molecules 2025 dataset.

Each line ends with the Löwdin spin population.
Geometry (Å):
Ir1 -0.7219 -2.4184 0.3222  0.398
O1 -1.4594 -2.1173 -2.0481  0.004
C1 -0.8775 -3.0511 -2.9552  0.001
C2 -0.5090 -4.3245 -2.1972  0.001
N1 0.4111 -4.0375 -1.0991  0.031
C3 0.5402 -5.1412 -0.1533  0.002
C4 1.3340 -4.6126 1.1033  0.002
O2 2.1768 -5.3171 1.6026  -0.007
O3 1.0052 -3.4386 1.4562  -0.020
C5 1.7279 -3.5783 -1.5374  0.001
C6 2.0239 -2.0989 -1.2156  -0.001
O4 3.1549 -1.6870 -1.4870  -0.004
O5 1.1227 -1.3625 -0.7380  -0.001
H1 -1.2455 -1.2252 -2.3536  0.000
H2 0.0141 -2.6196 -3.4239  0.000
H3 -1.6094 -3.2980 -3.7347  0.000
H4 -0.0795 -5.0491 -2.9006  0.001
H5 -1.4164 -4.7493 -1.7648  0.000
H6 1.0632 -6.0044 -0.5813  0.001
H7 -0.4525 -5.4594 0.1811  0.001
H8 1.8703 -3.7020 -2.6145  0.000
H9 2.5171 -4.1586 -1.0526  0.000
C7 0.8491 -0.3858 2.6965  0.007
C8 2.2578 0.1562 2.6630  -0.001
C9 3.0831 -0.3137 1.4894  0.004
Sb1 3.1054 0.7453 -0.5097  -0.003
C10 3.5926 2.7453 0.2409  0.000
C11 4.6435 3.4503 -0.3249  0.000
C12 4.9065 4.7488 0.0754  0.000
C13 4.1218 5.3447 1.0484  0.000
C14 3.0884 4.6324 1.6343  0.000
C15 2.8267 3.3347 1.2310  -0.001
C16 1.8859 1.4669 -2.2313  0.006
C17 2.2035 2.7352 -2.6956  0.000
C18 1.7213 3.1592 -3.9229  0.000
C19 0.9427 2.3179 -4.6981  0.000
C20 0.6179 1.0583 -4.2236  0.000
C21 1.0995 0.6290 -2.9973  0.001
Sb2 -0.7480 0.2461 1.2970  0.014
C22 -1.8017 1.6710 2.5553  -0.006
C23 -1.4403 1.9481 3.8645  -0.001
C24 -2.1196 2.9157 4.5882  0.000
C25 -3.1683 3.6095 4.0118  0.000
C26 -3.5379 3.3283 2.7066  0.000
C27 -2.8614 2.3624 1.9848  0.000
C28 -0.7303 1.7214 -0.3298  0.013
C29 -1.5147 1.3571 -1.4154  0.000
C30 -1.7936 2.2608 -2.4262  0.001
C31 -1.2902 3.5472 -2.3524  -0.002
C32 -0.5183 3.9204 -1.2662  0.001
C33 -0.2509 3.0162 -0.2486  0.000
H10 0.4152 -0.2108 3.6831  0.000
H11 0.8824 -1.4652 2.5404  -0.001
H12 2.7656 -0.2657 3.5411  -0.002
H13 2.2783 1.2393 2.7865  0.000
H14 2.8864 -1.3606 1.2735  0.000
H15 4.1446 -0.1867 1.7168  0.000
H16 5.2538 2.9796 -1.0848  0.000
H17 5.7206 5.2988 -0.3732  0.000
H18 4.3165 6.3602 1.3536  0.000
H19 2.4807 5.0851 2.4034  0.000
H20 2.0083 2.7914 1.6851  -0.001
H21 2.8277 3.3995 -2.1150  0.000
H22 1.9726 4.1470 -4.2769  0.000
H23 0.6090 2.6367 -5.6734  0.000
H24 0.0086 0.3941 -4.8185  0.000
H25 0.8711 -0.3605 -2.6423  0.000
H26 -0.6220 1.4226 4.3391  0.000
H27 -1.8260 3.1273 5.6063  0.000
H28 -3.6980 4.3603 4.5783  0.000
H29 -4.3556 3.8645 2.2522  0.000
H30 -3.1544 2.1526 0.9639  0.000
H31 -1.9476 0.3632 -1.4515  0.000
H32 -2.4176 1.9600 -3.2562  0.000
H33 -1.5195 4.2670 -3.1235  0.000
H34 -0.1333 4.9276 -1.1978  0.000
H35 0.3039 3.3521 0.6132  0.000
Se1 -1.8716 -3.2846 2.2959  0.476
C34 -3.5553 -3.9866 1.7086  0.043
C35 -3.8154 -5.3454 1.8585  0.018
C36 -5.0539 -5.8200 1.4579  0.000
N2 -5.9811 -5.0385 0.9477  0.008
C37 -5.7398 -3.7525 0.7955  -0.001
C38 -4.5350 -3.1710 1.1548  0.014
H36 -3.0697 -6.0067 2.2760  0.003
H37 -5.3058 -6.8680 1.5495  0.000
H38 -6.5395 -3.1675 0.3669  0.000
H39 -4.3647 -2.1167 1.0115  0.000

Results
- ⟨S²⟩: 0.965
- Spin multiplicity: 2
- Relative energy (zero: lowest compared OMol25 entry of this formula, charge and spin): 87.54 kcal per mole
- Charge: +1
- Gap between HOMO and LUMO (spin up / spin down): 2.75 / 2.31 eV